Molecular formula: C5H8N2
Method: DFT, ωB97M-V/def2-TZVPD

Geometry as XYZ:
```
15
Properties=species:S:1:pos:R:3:forces:R:3:nbo_charge:R:1
C -2.94497 -0.50909 -0.01111 0.1236 -0.0113 0.2268 -0.443
N -1.16347 0.31951 -0.55602 -0.1628 -0.1363 -0.0300 -0.350
C -0.08006 -0.51664 -0.64569 0.0515 0.0136 0.0523 -0.039
C 0.96449 0.10962 -0.03010 -0.1068 -0.0439 -0.0444 -0.122
C 2.36954 -0.37616 0.15182 0.0704 -0.0219 0.0026 -0.626
C 0.40034 1.34757 0.41115 -0.0206 0.0792 0.0126 -0.026
N -0.86893 1.46911 0.09583 0.2309 -0.0829 0.0538 -0.243
H -2.09072 0.21067 -1.07725 0.1036 0.0474 -0.0575 0.452
H -3.06958 0.19926 0.82263 0.0263 -0.0804 -0.1222 0.154
H -2.48698 -1.40974 0.42901 -0.0361 0.1222 -0.0841 0.140
H -0.15505 -1.47645 -1.13885 0.0055 0.1383 0.0756 0.227
H 3.09015 0.29733 -0.32432 -0.1145 -0.0771 0.0615 0.223
H 2.50236 -1.36904 -0.28757 -0.0421 0.1449 0.0606 0.221
H 2.63449 -0.44267 1.21259 -0.0558 0.0168 -0.1426 0.223
H 0.89839 2.14673 0.94788 -0.0733 -0.1087 -0.0650 0.210
```
Forces are in eV/Å.

Results
2S+1 = 1
relative energy (zero: lowest compared OMol25 entry of this formula, charge and spin) = 114.4 kcal per mole
gap between HOMO and LUMO = 9.4 eV

Molecular formula: C5H8N2
Method: DFT, ωB97M-V/def2-TZVPD

Geometry as XYZ:
```
15
Properties=species:S:1:pos:R:3:forces:R:3:nbo_charge:R:1
C 1.37281 -1.71722 -0.29326 -1.6975 -1.5839 -2.4585 -0.661
C 1.39979 -0.28009 -0.18396 0.0302 0.1535 -0.1461 0.009
C 0.61918 0.89586 -0.40390 0.2124 -0.8744 -0.2741 -0.081
C 0.96771 1.06154 0.98147 -0.2193 1.0441 1.1831 -0.097
C 2.21712 0.59884 0.48169 0.3287 1.1212 -0.6820 -0.179
H 1.83891 -1.92493 -1.30863 -0.4538 -0.0955 1.0748 0.260
H 0.31337 -2.15981 -0.34523 1.5167 0.7692 0.1167 0.245
H 1.93707 -2.22576 0.45515 0.4098 -0.1978 0.5362 0.243
H 3.15008 1.08182 0.23565 0.3512 -0.3378 0.6615 0.239
N -2.94526 0.48861 0.47394 -2.9163 2.5873 -3.9063 -0.656
N -2.16622 0.92424 -0.67253 1.6350 0.8637 0.4123 -0.662
H -2.41313 0.08666 1.11474 3.1326 -2.0656 3.6589 0.317
H -3.28769 1.37402 0.84934 -0.1907 -0.5732 0.0402 0.340
H -1.44001 1.62910 -0.34238 -1.1937 -1.1313 -0.6297 0.343
H -1.56374 0.16714 -1.04209 -0.9454 0.3205 0.4129 0.339
```
Forces are in eV/Å.

Results
structure (SMILES) = C[C@]12C3=C1[C@@H]32.NN
2S+1 = 1
relative energy (zero: lowest compared OMol25 entry of this formula, charge and spin) = 194.6 kcal per mole
gap between HOMO and LUMO = 8.5 eV

Molecular formula: C5H8N2
Method: DFT, ωB97M-V/def2-TZVPD

Geometry as XYZ:
```
15
Properties=species:S:1:pos:R:3:forces:R:3:nbo_charge:R:1
C -1.38290 -1.24201 -0.29229 -0.0109 0.0456 -0.0880 -0.394
C -0.79895 -0.10089 -0.63619 -0.7818 -0.0818 -0.2983 -0.189
C -1.19076 1.19548 0.00198 -0.1489 0.2126 0.0240 -0.283
N -0.05095 2.03984 0.49140 0.2468 -0.4136 -0.0206 -0.411
C 0.91379 1.27832 0.66283 -0.4132 -0.3293 -0.1713 0.246
C 1.35098 0.01990 0.69892 0.3553 0.2629 0.5197 -0.139
N 2.17048 -0.66964 -0.19391 0.3203 0.1946 0.0029 -0.802
H -1.37154 -2.10249 -0.94445 0.3343 -0.2403 0.1784 0.202
H -1.90732 -1.32897 0.65585 -0.2536 0.0638 -0.2496 0.189
H -0.16841 -0.04195 -1.52360 -0.2575 -0.0135 0.0014 0.201
H -1.81749 0.99441 0.88184 0.0154 0.1482 -0.2034 0.202
H -1.79854 1.73443 -0.73210 0.1185 0.2521 0.2248 0.211
H 1.01764 -0.55247 1.55860 0.3271 0.1146 0.1722 0.223
H 2.99658 -1.00672 0.27852 0.1464 -0.1885 -0.2005 0.373
H 2.43458 -0.12702 -1.00690 0.0018 -0.0273 0.1084 0.371
```
Forces are in eV/Å.

Results
structure (SMILES) = C=CCN=C=CN
2S+1 = 1
relative energy (zero: lowest compared OMol25 entry of this formula, charge and spin) = 78.3 kcal per mole
gap between HOMO and LUMO = 9.0 eV

Molecular formula: C5H8N2
Method: DFT, ωB97M-V/def2-TZVPD

Geometry as XYZ:
```
15
Properties=species:S:1:pos:R:3:forces:R:3:nbo_charge:R:1
N 1.24890 2.32440 1.29479 -0.1411 -1.0158 -0.4059 -0.332
C 1.08944 1.25792 0.87391 0.1543 0.9087 0.3380 0.260
C 0.90374 -0.11537 0.33054 -0.1463 -0.0257 0.1046 -0.149
N 2.03678 -0.57711 -0.46062 0.1435 0.1324 0.0125 -0.792
C -0.37216 -0.20331 -0.50814 0.0608 0.0040 -0.0928 -0.231
C -1.61277 0.56331 -0.15401 -0.0560 0.1769 0.0140 -0.416
C -1.58129 -0.92776 0.00919 -0.0864 -0.1826 0.0347 -0.407
H 0.81938 -0.78061 1.19832 -0.0271 0.1217 -0.1043 0.231
H 2.88307 -0.59226 0.10039 -0.0902 -0.0079 -0.0602 0.368
H 2.20279 0.06767 -1.22877 -0.0028 -0.0997 0.0544 0.361
H -0.15614 -0.31863 -1.56727 -0.0337 0.0319 0.1485 0.226
H -1.59148 1.18022 0.74109 0.0222 -0.1311 -0.1277 0.225
H -2.19089 0.98615 -0.97060 0.0986 -0.0909 0.1428 0.222
H -2.14758 -1.54542 -0.68100 0.0922 0.1128 0.0936 0.220
H -1.53178 -1.31921 1.02220 0.0117 0.0654 -0.1523 0.212
```
Forces are in eV/Å.

Results
structure (SMILES) = N#C[C@H](N)C1CC1
2S+1 = 1
relative energy (zero: lowest compared OMol25 entry of this formula, charge and spin) = 31.4 kcal per mole
gap between HOMO and LUMO = 11.3 eV

Molecular formula: C5H8N2
Method: DFT, ωB97M-V/def2-TZVPD

Geometry as XYZ:
```
15
Properties=species:S:1:pos:R:3:forces:R:3:nbo_charge:R:1
C -1.99190 -0.43953 0.18237 -0.0628 -0.0878 0.0131 -0.406
N -0.85065 0.35824 -0.19714 0.1321 -0.0676 0.0563 -0.229
C 0.30001 -0.08473 -0.86091 -0.1432 0.0806 -0.2008 -0.089
C 1.33468 0.89398 -0.76615 -0.2554 0.0615 0.0193 -0.177
C 1.54061 -0.78894 0.13638 0.2055 -0.3327 0.2255 -0.580
C 0.68779 1.76734 0.22194 -0.0254 0.1245 0.0855 -0.116
N -0.55246 1.46407 0.51096 0.3105 -0.0714 -0.0903 -0.190
H -2.27441 -1.08473 -0.65413 0.0513 0.0881 0.1197 0.207
H -2.82901 0.21970 0.42019 0.1590 -0.0719 -0.0369 0.229
H -1.76879 -1.06277 1.05819 -0.0748 0.0416 -0.0836 0.189
H 0.14877 -0.81783 -1.64892 0.0967 0.1497 0.1083 0.233
H 2.30310 -0.23429 0.67986 -0.1460 -0.0732 -0.0567 0.274
H 2.04543 -1.49732 -0.51789 -0.1441 0.1121 0.1086 0.235
H 0.90229 -1.29196 0.87407 0.0195 0.1325 -0.1506 0.216
H 1.12816 2.64942 0.67444 -0.1228 -0.0859 -0.1173 0.204
```
Forces are in eV/Å.

Results
2S+1 = 1
relative energy (zero: lowest compared OMol25 entry of this formula, charge and spin) = 104.5 kcal per mole
gap between HOMO and LUMO = 9.1 eV

Molecular formula: C5H8N2
Method: DFT, ωB97M-V/def2-TZVPD

Geometry as XYZ:
```
15
Properties=species:S:1:pos:R:3:forces:R:3:nbo_charge:R:1
C -0.96264 -2.78799 -0.36618 -0.1098 -0.0169 -0.0183 -0.610
C 0.33190 -2.12333 0.02662 0.0651 0.1677 0.1470 -0.399
C 0.41409 -1.04242 0.75660 0.0645 0.1386 0.0946 0.466
N 0.53417 -0.06702 1.50328 -0.0913 -0.4956 -0.3334 -0.491
C 0.57236 1.23739 0.95310 -0.1077 0.1834 -0.3162 0.249
N -0.04176 1.56028 -0.10047 0.2285 -0.1124 0.4292 -0.414
C 0.09784 2.92738 -0.55217 0.0074 0.1976 -0.0971 -0.432
H -1.05720 -3.76235 0.12717 0.0087 0.1359 -0.0860 0.214
H -1.82558 -2.17942 -0.08430 0.1394 -0.0719 -0.0358 0.222
H -1.00340 -2.95700 -1.44724 0.0136 0.0508 0.1544 0.217
H 1.27137 -2.56398 -0.29850 -0.0866 0.0423 0.1078 0.242
H 1.16783 1.93224 1.55775 -0.0815 -0.0694 -0.1187 0.153
H -0.89272 3.38275 -0.64914 0.1304 -0.0624 0.0122 0.206
H 0.71642 3.55526 0.10849 -0.0957 -0.1121 -0.0726 0.170
H 0.55018 2.91880 -1.54983 -0.0850 0.0245 0.1330 0.207
```
Forces are in eV/Å.

Results
structure (SMILES) = CC=C=N/C=N/C
2S+1 = 1
relative energy (zero: lowest compared OMol25 entry of this formula, charge and spin) = 48.0 kcal per mole
gap between HOMO and LUMO = 9.6 eV

Molecular formula: C5H8N2
Method: DFT, ωB97M-V/def2-TZVPD

Geometry as XYZ:
```
15
Properties=species:S:1:pos:R:3:forces:R:3:nbo_charge:R:1
C 1.57826 -0.45739 1.92371 0.0399 -0.0753 -0.0011 -0.639
C 0.68927 -0.41528 0.71087 0.1616 -0.1458 -0.0682 0.139
C 0.90760 -1.02198 -0.55991 -0.6403 0.0885 0.5172 -0.360
C -0.05056 -0.44104 -1.35962 -0.2470 -0.2158 -0.6852 -0.034
N -0.80473 0.36430 -0.58875 0.0534 0.2255 -0.0354 -0.169
C -1.95232 1.15865 -0.98532 -0.1535 0.1867 -0.1310 -0.402
N -0.35201 0.40461 0.67579 0.0879 0.0836 0.0049 -0.283
H 2.56959 -0.82766 1.63930 -0.2013 0.0423 0.0885 0.216
H 1.20721 -1.07853 2.74866 -0.0583 0.1007 -0.2620 0.221
H 1.69589 0.56611 2.29533 -0.0100 -0.2211 0.0248 0.229
H 1.47199 -1.91641 -0.77572 0.4709 0.4529 -0.1508 0.230
H -0.21320 -0.47598 -2.43820 -0.0893 -0.2785 0.4836 0.214
H -2.91869 0.64466 -0.86108 0.4643 -0.0775 0.1175 0.204
H -1.85764 1.42685 -2.04212 0.0632 -0.0244 0.1967 0.207
H -1.97065 2.06910 -0.38295 0.0584 -0.1419 -0.0996 0.227
```
Forces are in eV/Å.

Results
structure (SMILES) = Cc1ccn(C)n1
2S+1 = 1
relative energy (zero: lowest compared OMol25 entry of this formula, charge and spin) = 15.5 kcal per mole
gap between HOMO and LUMO = 10.0 eV

Molecular formula: C5H8N2
Method: DFT, ωB97M-V/def2-TZVPD

Geometry as XYZ:
```
15
Properties=species:S:1:pos:R:3:forces:R:3:nbo_charge:R:1
C 1.30411 0.40080 -0.77600 -0.3352 -0.0340 1.9040 0.164
C -2.86890 0.34077 0.06957 0.3785 2.6668 0.1328 -0.420
C -1.57453 0.62890 -0.21386 -3.4556 -3.6947 1.3465 -0.065
C 2.28291 -0.54897 -0.30079 0.8865 -1.1776 -2.0043 -0.498
C 2.07287 0.73941 0.44276 0.8701 2.8560 0.1584 -0.497
N -0.81206 -1.57452 -0.03142 -1.3509 -1.1500 0.3542 -0.331
N -0.64069 -0.36030 0.04187 1.7402 -0.2395 0.0235 -0.123
H -3.71444 1.04634 0.14797 0.8133 -0.0482 -0.7078 0.214
H -3.12020 -0.53020 0.59135 0.0043 -1.4729 0.4811 0.190
H -1.07629 1.39024 -0.62753 0.8874 3.4198 -1.4017 0.214
H 1.98031 -1.54556 -0.00662 -0.2500 0.0475 0.5374 0.235
H 3.23412 -0.55703 -0.85285 -0.1642 -0.2328 0.2670 0.210
H 2.88641 1.48087 0.25439 -0.2783 -0.6566 -0.2102 0.205
H 1.88743 0.93216 1.51342 -1.0927 -0.9059 -0.5655 0.229
H -1.84104 -1.84292 -0.25228 1.3465 0.6221 -0.3153 0.274
```
Forces are in eV/Å.

Results
⟨S²⟩ = 2.06
2S+1 = 3
relative energy (zero: lowest compared OMol25 entry of this formula, charge and spin) = 108.9 kcal per mole
gap between HOMO and LUMO (alpha / beta) = 6.9 / 7.9 eV

Molecular formula: C5H8N2O
Method: DFT, ωB97M-V/def2-TZVPD

Geometry as XYZ:
```
16
Properties=species:S:1:pos:R:3:forces:R:3:nbo_charge:R:1
C 0.89610 -0.25302 -0.28759 1.3675 1.4767 -0.5803 -0.040
C 0.33631 0.90873 0.54941 -0.4524 1.1684 0.7512 -0.121
C -0.12081 -1.04835 0.51365 1.0023 -0.5333 0.5647 -0.114
C -1.49558 -0.47666 0.11576 0.3455 -0.0884 -0.3082 0.036
C -1.15554 0.97477 0.18127 -0.5124 -0.2516 -0.4198 0.054
H 1.65819 0.49763 -2.13601 -0.9207 -1.1679 1.0670 0.373
H 0.22703 -0.41589 -2.24493 0.7173 0.4495 0.5912 0.389
H 1.86458 -0.34254 0.22412 0.0391 -0.6740 -0.5084 0.181
H 0.91860 1.87379 0.70638 -0.8616 -1.2793 -0.0099 0.210
H 1.14592 -0.28678 2.15491 -2.2415 0.0721 -1.5602 0.354
H 0.10980 -2.09875 0.71444 -0.7196 0.0682 -0.1750 0.217
H -2.42533 -1.06927 0.22320 0.5828 0.9098 0.2693 0.220
H -1.84955 1.79568 0.39315 0.4059 -0.4145 0.2025 0.214
N 1.08387 -0.26798 -1.69992 0.3763 -0.0199 -1.7501 -0.863
N 0.18287 -0.11525 1.65435 1.8647 0.3772 2.4143 -0.601
O -1.37644 0.32389 -1.06221 -0.9931 -0.0932 -0.5482 -0.510
```
Forces are in eV/Å.

Results
2S+1 = 1
relative energy (zero: lowest compared OMol25 entry of this formula, charge and spin) = 93.0 kcal per mole
gap between HOMO and LUMO = 9.5 eV

Molecular formula: C5H8N2O
Method: DFT, ωB97M-V/def2-TZVPD

Geometry as XYZ:
```
16
Properties=species:S:1:pos:R:3:forces:R:3:nbo_charge:R:1
C 0.10842 -1.99433 0.51294 -1.3513 -0.2515 0.9727 0.237
N -0.98662 -1.30146 0.58977 1.2281 -2.4177 -0.5337 -0.467
C -0.84382 0.09486 0.50289 -0.0100 1.2943 2.4564 -0.070
C -1.19519 0.85550 -0.78717 -1.6303 -1.6882 -0.7546 -0.420
C 0.11317 1.57597 -0.65235 1.5066 1.2694 -0.9628 -0.412
C 0.61107 0.62111 0.42885 -0.6838 0.5580 -1.0304 0.048
O 1.49745 -0.27535 -0.24270 -0.4771 0.3899 0.6770 -0.373
N 1.41412 -1.47342 0.47901 -1.3685 -0.2018 0.4391 -0.347
H 0.07655 -3.12755 0.65929 0.0155 1.6286 -0.2761 0.185
H -1.30384 0.59010 1.47862 0.5492 -0.9103 -2.0166 0.198
H -1.06835 0.15773 -1.62796 -0.3047 -0.0430 0.2389 0.210
H -2.23582 1.27899 -0.91595 1.4371 0.1030 0.3998 0.221
H 0.00954 2.58089 -0.28684 0.2139 0.6106 -0.0468 0.213
H 0.76748 1.50379 -1.57217 -0.7127 0.5639 1.0249 0.225
H 0.98559 1.00800 1.36946 0.5737 -0.0212 -0.0078 0.183
H 2.05026 -2.09480 0.06432 1.0142 -0.8840 -0.5799 0.370
```
Forces are in eV/Å.

Results
structure (SMILES) = C1=N[C@@H]2CC[C@@H]2ON1
2S+1 = 1
relative energy (zero: lowest compared OMol25 entry of this formula, charge and spin) = 84.5 kcal per mole
gap between HOMO and LUMO = 9.8 eV

Molecular formula: C5H8N2O
Method: DFT, ωB97M-V/def2-TZVPD

Geometry as XYZ:
```
16
Properties=species:S:1:pos:R:3:forces:R:3:nbo_charge:R:1
C -1.01328 1.79508 0.09280 -0.6794 1.4580 -0.0069 -0.671
C 0.04434 0.74540 -0.16964 -5.4897 -3.8007 1.2742 0.091
N 1.34509 1.00244 -0.11930 2.1537 7.1821 -0.5073 -0.555
C 2.05363 -0.05792 0.10982 7.5395 -2.6451 -1.9254 0.693
O 3.30144 -0.26099 -0.11958 -2.1065 1.2780 1.3319 -0.719
N 1.21059 -1.03877 0.24232 -4.1117 -5.2751 0.3706 -0.560
C -0.10432 -0.68316 -0.06743 -0.4044 2.1986 0.1887 0.125
C -1.26300 -1.78858 -0.14886 1.6222 1.5284 3.1399 -0.650
H -0.97346 2.42370 1.04408 1.3786 -0.7327 -1.0225 0.229
H -0.81397 2.44844 -0.78639 -1.2539 0.4151 0.7167 0.217
H -2.11671 1.56636 0.30906 1.5685 -0.7036 -1.5562 0.247
H 1.84372 1.98837 -0.35835 -1.7349 -3.4402 0.8848 0.441
H 1.30093 -2.05622 0.43187 1.3031 1.5270 -0.4226 0.426
H -1.37914 -2.31534 0.90413 0.2978 0.7889 -2.3486 0.222
H -1.25693 -2.44284 -0.98665 1.2095 -0.9964 -0.4675 0.231
H -2.17893 -1.32596 -0.37788 -1.2924 1.2176 0.3501 0.232
```
Forces are in eV/Å.

Results
structure (SMILES) = Cc1[nH]c(=O)[nH]c1C
2S+1 = 1
relative energy (zero: lowest compared OMol25 entry of this formula, charge and spin) = 52.4 kcal per mole
gap between HOMO and LUMO = 8.1 eV

Molecular formula: C5H8N2O
Method: DFT, ωB97M-V/def2-TZVPD

Geometry as XYZ:
```
16
Properties=species:S:1:pos:R:3:forces:R:3:nbo_charge:R:1
H -2.79193 -0.89224 0.02803 0.7362 0.3905 -0.1015 0.346
N -2.68779 0.09914 -0.19664 -2.7289 -0.6132 0.6647 -0.684
C -1.62259 0.72518 -0.11791 2.8211 -2.8070 -0.7961 0.302
N -0.33494 0.14966 -0.05946 -1.6447 0.5636 0.5469 -0.448
C -0.22111 -1.27030 0.23230 -0.1282 1.7812 -1.2704 -0.252
C 1.25623 -1.41936 -0.08008 0.2570 -2.9751 -1.8672 -0.076
O 1.82222 -0.16690 -0.29535 0.5115 1.5966 0.4703 -0.483
C 0.89208 0.80944 -0.05856 -1.0578 -1.4670 -0.2334 0.490
C 1.11099 2.09541 0.07203 0.4127 1.2153 0.6960 -0.599
H -1.58878 1.69636 -0.41455 0.0464 3.0855 -0.3885 0.173
H -0.61402 -1.34379 1.20906 0.3254 -0.9383 1.6127 0.197
H -0.89637 -1.83589 -0.40353 0.2195 -0.1753 -0.3464 0.206
H 1.75735 -1.97845 0.73287 0.1659 0.3199 -0.6361 0.196
H 1.37880 -1.93958 -1.12937 -0.2171 0.3409 2.2659 0.189
H 2.08351 2.48465 -0.11168 0.6920 0.0224 -0.0499 0.222
H 0.45634 2.78666 0.59282 -0.4110 -0.3399 -0.5669 0.221
```
Forces are in eV/Å.

Results
structure (SMILES) = [H]/N=C\N1CCOC1=C
2S+1 = 1
relative energy (zero: lowest compared OMol25 entry of this formula, charge and spin) = 55.2 kcal per mole
gap between HOMO and LUMO = 9.2 eV

> What is the 2S+1 in the seventh record?

1

> What is the 2S+1 in the twelfth record?

1

> Which value of relative energy (zero: lowest compared OMol25 entry of this formula, charge and spin) does entry 8 give?

108.9 kcal per mole